No. 1
ORCA calculation (ωB97M-V/def2-TZVPD) on C5H5NO in the gas phase.

XYZ file:
```
12
Properties=species:S:1:pos:R:3:lowdin_charge:R:1
C 1.145 0.423 -1.017 -0.005
C 0.084 -0.404 -0.308 -0.640
O 0.315 -1.737 -0.663 0.029
C 0.131 -0.214 1.161 -0.046
C 0.183 -0.092 2.354 0.150
C -2.331 0.250 -1.085 0.058
N -1.228 0.003 -0.759 0.009
H 1.020 1.482 -0.783 0.097
H 2.126 0.080 -0.686 0.098
H 1.045 0.267 -2.093 0.096
H -0.321 -2.290 -0.190 0.117
H 0.217 0.018 3.417 0.038
```

Calculated values
E_HOMO	-10.98	eV
relative energy (zero: lowest compared OMol25 entry of this formula, charge and spin)	3.127	eV

---

No. 2
ORCA calculation (ωB97M-V/def2-TZVPD) on a 8-piece molecular cluster, C4H25NO8 overall.

XYZ file:
```
38
Properties=species:S:1:pos:R:3:lowdin_charge:R:1
C 1.177 2.358 0.657 -0.105
O -0.114 2.422 0.124 -0.176
C -1.045 1.623 0.816 -0.226
C -2.445 1.983 0.349 -0.434
C -2.835 3.318 0.922 -0.075
N -3.355 0.907 0.799 0.038
H 1.552 1.327 0.610 0.076
H 1.196 2.708 1.696 0.091
H 1.805 2.995 0.041 0.092
H -0.829 0.556 0.648 0.105
H -0.994 1.804 1.908 0.131
H -2.453 2.057 -0.740 0.145
H -2.827 3.274 2.014 0.081
H -3.815 3.623 0.550 0.077
H -2.125 4.103 0.648 0.082
H -4.313 1.247 0.785 0.072
H -3.174 0.766 1.792 0.076
O -1.718 -1.768 -0.538 -0.070
H -0.950 -1.208 -0.724 -0.016
H -2.450 -1.142 -0.451 0.014
O 0.392 -1.627 -2.946 -0.078
H 0.421 -1.733 -1.980 -0.029
H -0.290 -2.236 -3.239 0.054
O 0.885 -4.652 0.635 -0.056
H 1.048 -3.782 1.024 -0.013
H 1.459 -5.259 1.111 0.030
O 3.802 -0.772 -0.566 -0.071
H 3.853 -0.640 -1.529 0.001
H 4.685 -0.678 -0.201 0.039
O 3.003 -0.428 -3.110 -0.053
H 3.408 -0.806 -3.896 0.061
H 2.123 -0.837 -3.047 0.011
O 0.976 -0.997 -0.748 -0.055
H 1.322 -1.477 0.014 0.061
H 1.663 -0.350 -0.950 0.050
O 0.464 -2.128 2.157 -0.042
H 0.899 -2.642 2.846 0.052
H -0.400 -1.907 2.520 0.058
```

Calculated values
E_HOMO	-9.75	eV
SMILES	COC[C@H](C)N.O.O.O.O.O.O.O
relative energy (zero: lowest compared OMol25 entry of this formula, charge and spin)	1.436	eV

---

No. 3
ORCA calculation (ωB97M-V/def2-TZVPD) on a 2-piece molecular cluster, C4H12 overall.

XYZ file:
```
16
Properties=species:S:1:pos:R:3:lowdin_charge:R:1
C -0.681 1.217 -0.277 -0.129
C -2.135 1.929 -0.062 -0.130
H -0.038 2.024 -0.150 0.036
H -0.594 0.488 0.592 0.071
H -0.577 0.686 -1.168 0.026
H -2.363 2.506 -0.857 -0.003
H -2.265 2.847 0.634 0.088
H -2.768 1.195 0.392 0.042
C 1.521 -0.883 -0.114 -0.185
C 1.316 -2.345 0.360 -0.151
H 2.520 -0.632 -0.415 0.054
H 0.988 -0.598 -1.006 0.042
H 1.315 -0.324 0.805 0.057
H 0.263 -2.570 0.182 0.058
H 1.947 -2.951 -0.314 0.062
H 1.552 -2.589 1.399 0.061
```

Calculated values
E_HOMO	-10.82	eV
SMILES	CC.CC
relative energy (zero: lowest compared OMol25 entry of this formula, charge and spin)	1.564	eV

---

What did the third record say?
ORCA calculation (ωB97M-V/def2-TZVPD) on a 2-piece molecular cluster, C4H12 overall.

XYZ file:
```
16
Properties=species:S:1:pos:R:3:lowdin_charge:R:1
C -0.681 1.217 -0.277 -0.129
C -2.135 1.929 -0.062 -0.130
H -0.038 2.024 -0.150 0.036
H -0.594 0.488 0.592 0.071
H -0.577 0.686 -1.168 0.026
H -2.363 2.506 -0.857 -0.003
H -2.265 2.847 0.634 0.088
H -2.768 1.195 0.392 0.042
C 1.521 -0.883 -0.114 -0.185
C 1.316 -2.345 0.360 -0.151
H 2.520 -0.632 -0.415 0.054
H 0.988 -0.598 -1.006 0.042
H 1.315 -0.324 0.805 0.057
H 0.263 -2.570 0.182 0.058
H 1.947 -2.951 -0.314 0.062
H 1.552 -2.589 1.399 0.061
```

Calculated values
E_HOMO	-10.82	eV
SMILES	CC.CC
relative energy (zero: lowest compared OMol25 entry of this formula, charge and spin)	1.564	eV

---

Q: Number 1 is which compound?
A: C5H5NO